a.
This record from the Open Molecules 2025 dataset describes a cluster of 2 separate species, C5H15N2O in total. The level of theory is ωB97M-V/def2-TZVPD.

- HOMO-LUMO gap (eV) = 10.6
- HOMO level (eV) = -13.58
- LUMO (eV) = -3.001

The geometry in ORCA input format:
```
! wB97M-V def2-TZVPD RIJCOSX def2/J DEFGRID3
* xyz 1 1
C -2.57482 -1.25083 0.96626
C -1.39780 -1.10003 0.04372
C -0.05947 -1.11438 0.94596
C 0.95604 -0.20256 0.33643
C 1.53630 0.82594 0.92771
N 2.52347 1.57932 0.04584
N -1.33012 0.19786 -0.73874
H -3.39108 -1.81596 0.49740
H -2.32306 -1.77538 1.89805
H -2.83343 -0.22867 1.22966
H -1.21159 -1.83548 -0.72732
H -0.31351 -1.22872 1.99450
H 0.23728 -2.11164 0.64379
H 1.45373 -0.65017 -0.53377
H 1.32695 1.38179 1.81943
H 3.48742 1.25900 0.07322
H 2.07152 1.39924 -0.91460
H 2.50016 2.57328 0.25614
H -1.20603 0.97287 -0.09122
H -2.20997 0.39133 -1.21346
H 1.37081 0.61788 -3.07205
H 0.27724 0.87795 -2.00373
O 1.10996 1.23737 -2.38323
*
```

Here are the Mulliken charges for atoms 1 to 6, given in e:
1. C -1.351
2. C 0.253
3. C -1.397
4. C -0.213
5. C -0.132
6. N -0.204


b.
This record from the Open Molecules 2025 dataset describes a cluster of 2 separate species, C5H15N2O in total. The level of theory is ωB97M-V/def2-TZVPD.

- HOMO-LUMO gap (eV) = 8.7
- HOMO level (eV) = -11.73
- LUMO (eV) = -2.994

The geometry in ORCA input format:
```
! wB97M-V def2-TZVPD RIJCOSX def2/J DEFGRID3
* xyz 1 1
C 1.39794 1.48472 1.42228
C 0.04966 1.23925 0.71836
C -0.29782 -0.24944 0.81990
C -1.25807 -0.89300 -0.16323
C -1.84180 -0.43386 -1.27795
N -1.54999 -2.17682 0.26145
N 0.27106 1.60213 -0.72721
H 2.06226 2.16238 0.86897
H 1.22612 1.99403 2.36883
H 2.01940 0.60363 1.56253
H -0.67334 1.87909 1.20451
H -0.74020 -0.44963 1.78073
H 0.64294 -0.77001 0.73497
H -1.74482 0.57547 -1.64732
H -2.54695 -1.00868 -1.86292
H -2.18846 -2.69215 -0.31335
H -0.96787 -2.67420 0.90738
H 0.94867 0.94621 -1.12803
H 0.67337 2.53613 -0.78654
H -0.59728 1.57960 -1.26071
H 1.44540 -2.04379 -1.85310
H 2.14511 -1.79930 -0.49805
O 1.52470 -1.41175 -1.13150
*
```

Here are the Mulliken charges for atoms 1 to 6, given in e:
1. C -1.359
2. C 0.336
3. C -1.012
4. C 1.152
5. C -1.588
6. N -0.456


Which structure is the least stable? The one labeled a.